1.
The following is a DFT calculation (the ωB97M-V functional and the def2-TZVPD basis) of an isolated molecule of C21H31FN6 in a non-equilibrium geometry.

Values from the calculation:
spin multiplicity	1
LUMO	0.54	eV
SMILES	CC(C)[C@H](c1nnnn1Cc1ccc(F)cc1)N1CCN(C2CCCC2)CC1
HOMO level	-8.076	eV

Positions of all 59 atoms, in Å:
1 F -7.365 -0.744 0.465
2 N -0.715 1.510 -1.936
3 N -1.590 3.062 -0.750
4 N -0.982 2.805 -1.829
5 N -1.743 1.910 -0.086
6 N 0.293 -0.864 -0.129
7 N 3.110 -0.711 0.549
8 C 1.297 -0.631 -1.156
9 C -5.887 0.989 -0.130
10 C 4.771 0.661 1.677
11 C -6.186 -0.120 0.643
12 C 5.848 0.347 -0.473
13 C 4.492 1.003 -0.698
14 C 2.072 -0.864 1.549
15 C -1.635 -1.392 -1.618
16 C -1.193 0.934 -0.856
17 C 2.614 -1.264 -0.693
18 C -1.076 -0.507 -0.487
19 C -5.308 -0.605 1.595
20 C -2.441 1.844 1.170
21 C -4.674 1.622 0.061
22 C -3.771 1.151 1.007
23 C 6.141 0.708 0.981
24 C -4.095 0.037 1.769
25 C 3.700 0.630 0.558
26 C -1.442 -2.864 -1.268
27 C 0.721 -0.268 1.123
28 C -3.114 -1.083 -1.838
29 H -2.586 2.882 1.487
30 H 4.682 -0.244 2.276
31 H 1.935 -1.936 1.720
32 H -3.689 -1.277 -0.934
33 H 2.391 -0.400 2.483
34 H 3.369 -1.185 -1.473
35 H 0.974 -1.102 -2.084
36 H -2.028 -3.120 -0.388
37 H -1.768 -3.491 -2.094
38 H -6.596 1.341 -0.862
39 H 6.855 0.028 1.441
40 H 2.435 -2.329 -0.508
41 H 5.757 -0.734 -0.581
42 H 6.555 1.717 1.030
43 H -4.423 2.490 -0.531
44 H -0.021 -0.497 1.894
45 H 4.012 0.717 -1.630
46 H 4.634 1.521 2.333
47 H 2.927 1.393 0.740
48 H -5.575 -1.471 2.180
49 H -1.820 1.329 1.908
50 H -3.508 -1.708 -2.635
51 H 1.445 0.443 -1.352
52 H 6.613 0.709 -1.159
53 H -1.097 -1.156 -2.540
54 H 4.615 2.088 -0.708
55 H -1.685 -0.689 0.407
56 H 0.812 0.832 1.048
57 H -3.400 -0.333 2.509
58 H -0.397 -3.069 -1.057
59 H -3.259 -0.043 -2.122

***

2.
The following is a DFT calculation (the ωB97M-V functional and the def2-TZVPD basis) of an isolated molecule of C4H8BrNO in a non-equilibrium geometry.

Values from the calculation:
spin multiplicity	1
relative energy (zero: lowest compared OMol25 entry of this formula, charge and spin)	36.7	kcal/mol
LUMO	0.60	eV
SMILES	[H]/N=C(/C)[C@@](C)(O)Br
HOMO level	-9.579	eV

Positions of all 15 atoms, in Å:
1 Br 2.252 -0.616 -0.363
2 O -0.154 -0.381 -1.873
3 N -1.051 1.657 -0.600
4 C -0.220 -1.608 0.231
5 C -0.111 1.040 -0.042
6 C 0.294 -0.393 -0.509
7 C 0.483 1.473 1.278
8 H -0.652 -1.366 1.165
9 H -1.085 -2.010 -0.423
10 H 0.465 -2.465 0.199
11 H -0.508 -1.167 -2.322
12 H -0.437 1.443 1.787
13 H 1.249 0.672 1.548
14 H -1.440 1.290 -1.486
15 H 0.915 2.429 1.409

***

3.
The following is a DFT calculation (the ωB97M-V functional and the def2-TZVPD basis) of a cluster of 25 separate species, H50O25 in total in a non-equilibrium geometry.

Values from the calculation:
spin multiplicity	1
relative energy (zero: lowest compared OMol25 entry of this formula, charge and spin)	87.1	kcal/mol
LUMO	-0.72	eV
HOMO level	-9.823	eV

Positions of all 75 atoms, in Å:
1 O -0.360 0.792 -0.132
2 O 1.579 2.155 2.076
3 O 5.014 -0.503 -2.882
4 O -0.520 -2.339 1.350
5 O 1.137 -4.393 1.419
6 O -3.292 -0.460 1.651
7 O 3.141 -2.855 -1.848
8 O 3.223 4.104 3.215
9 O -0.767 1.585 4.935
10 O 0.617 1.493 -3.774
11 O -4.321 -0.917 -3.524
12 O 1.562 -3.362 3.741
13 O -2.550 0.883 -1.453
14 O 4.303 0.071 -0.317
15 O -2.248 -3.426 -0.602
16 O -4.103 3.192 -0.943
17 O -0.228 1.205 -6.483
18 O -4.111 -1.436 4.371
19 O 1.955 0.284 -1.886
20 O -3.704 2.210 2.988
21 O 2.048 -0.780 1.548
22 O 3.549 1.155 -4.582
23 O -0.265 -0.713 3.458
24 O -3.058 4.698 2.311
25 O -1.616 -0.318 -3.757
26 H -1.885 0.744 -0.779
27 H 0.166 2.017 -6.801
28 H 0.412 -1.165 3.962
29 H -1.107 0.490 -3.817
30 H 1.496 -5.271 1.545
31 H 3.148 1.894 -4.125
32 H 0.186 -2.985 1.331
33 H -1.089 -2.584 0.620
34 H 1.831 -3.666 4.608
35 H -3.153 -3.428 -0.913
36 H -0.421 0.061 0.483
37 H 4.074 1.557 -5.274
38 H -3.371 -0.855 -3.623
39 H 4.081 -3.018 -1.766
40 H -3.110 4.852 3.254
41 H 5.854 -0.102 -3.106
42 H -1.020 -1.001 -4.066
43 H 1.628 -1.352 0.906
44 H -2.100 0.695 -2.277
45 H 1.209 1.139 -3.111
46 H -3.864 -1.154 3.490
47 H 5.094 0.592 -0.175
48 H -0.550 0.819 4.404
49 H -1.570 1.929 4.542
50 H 2.068 -0.535 -2.368
51 H -3.577 1.390 2.510
52 H 2.677 0.294 -1.258
53 H 0.754 2.406 1.661
54 H -4.449 -1.250 -2.636
55 H -3.692 -0.706 0.817
56 H -2.579 -1.087 1.770
57 H 4.028 3.645 3.456
58 H 2.870 -0.517 1.134
59 H 1.347 -3.928 2.229
60 H -4.201 -0.622 4.866
61 H 2.821 3.548 2.547
62 H -3.634 2.358 -0.970
63 H 0.340 0.540 -0.736
64 H -3.563 3.753 -0.386
65 H 0.553 2.425 -3.566
66 H -4.613 2.175 3.287
67 H 4.409 -0.180 -3.549
68 H 2.746 -3.727 -1.858
69 H -0.382 -1.253 2.676
70 H 4.353 -0.193 -1.236
71 H -1.965 -4.337 -0.679
72 H 1.591 1.199 2.026
73 H 2.281 -2.801 3.450
74 H 0.104 1.111 -5.590
75 H -3.213 3.759 2.212

***

4.
The following is a DFT calculation (the ωB97M-V functional and the def2-TZVPD basis) of a structure of composition C2H4N4O2 in a non-equilibrium geometry.

Values from the calculation:
spin multiplicity	1
relative energy (zero: lowest compared OMol25 entry of this formula, charge and spin)	178.4	kcal/mol
LUMO	-0.79	eV
HOMO level	-9.248	eV

Positions of all 12 atoms, in Å:
1 O -0.153 1.513 1.105
2 O 0.507 2.652 -0.797
3 N -0.164 0.163 1.582
4 N -0.489 1.601 -0.346
5 N -0.388 -0.084 -1.997
6 N -0.221 -1.977 0.739
7 C -0.353 0.282 -0.758
8 C -0.297 -0.548 0.439
9 H 0.669 -2.636 0.395
10 H -0.293 -1.220 -1.777
11 H 1.646 2.266 -0.532
12 H -0.465 -2.011 1.947

***

5.
The following is a DFT calculation (the ωB97M-V functional and the def2-TZVPD basis) of an isolated molecule of C5H9N2O3P in a non-equilibrium geometry.

Values from the calculation:
spin multiplicity	1
relative energy (zero: lowest compared OMol25 entry of this formula, charge and spin)	41.9	kcal/mol
LUMO	0.32	eV
SMILES	C[P@@](N)(=O)n1c(O)ccc1O
HOMO level	-8.054	eV

Positions of all 20 atoms, in Å:
1 P 1.318 0.328 0.218
2 O 1.874 1.561 0.884
3 O -0.952 2.343 -0.553
4 O -0.328 -1.934 1.192
5 N 2.046 -1.025 0.827
6 N -0.408 0.129 0.103
7 C -2.525 0.501 -0.188
8 C -1.320 1.098 -0.239
9 C -2.414 -0.833 0.308
10 C 1.894 0.297 -1.679
11 C -1.071 -1.000 0.552
12 H 1.878 -0.971 1.800
13 H 2.429 1.205 -1.618
14 H -0.289 2.799 0.108
15 H -0.700 -2.049 2.043
16 H -3.232 -1.327 0.586
17 H -3.391 0.982 -0.525
18 H 1.159 0.442 -2.472
19 H 2.497 -0.648 -1.799
20 H 1.537 -1.897 0.452